# 1
Computed, not measured: a cluster of 7 separate species, C22H51NO6S4 in total at a distorted geometry, with ωB97M-V with the def2-TZVPD basis set.

Atoms and positions in Å:
C (-2.332, 0.599, -4.764)
C (-2.423, 1.485, -3.430)
N (-1.749, 0.797, -2.306)
C (-2.450, -0.457, -1.908)
C (-0.297, 0.420, -2.646)
C (0.657, 1.521, -3.255)
C (-1.629, 1.771, -1.161)
C (-3.109, 2.219, -0.608)
O (-2.797, 3.106, 0.512)
C (-3.852, 3.432, 1.402)
H (-1.513, 0.851, -5.345)
H (-3.243, 0.845, -5.504)
H (-2.331, -0.579, -4.592)
H (-3.363, 1.489, -3.262)
H (-2.031, 2.526, -3.809)
H (-2.262, -1.152, -2.702)
H (-3.611, -0.277, -1.737)
H (-1.843, -0.995, -1.206)
H (0.033, -0.446, -3.318)
H (0.135, 0.133, -1.686)
H (1.230, 2.138, -2.376)
H (-0.010, 2.215, -3.722)
H (1.384, 1.170, -3.854)
H (-1.200, 2.720, -1.490)
H (-1.139, 1.302, -0.499)
H (-3.647, 1.388, -0.190)
H (-3.636, 2.665, -1.208)
H (-3.678, 4.334, 1.626)
H (-3.873, 2.682, 2.167)
H (-4.807, 3.250, 0.992)
O (0.028, -0.983, 0.777)
H (-0.303, -0.613, 1.579)
C (-2.752, -1.990, 3.073)
S (-2.756, -0.665, 1.947)
O (-4.157, -0.503, 1.440)
C (-2.459, 0.598, 3.179)
H (-3.328, -2.754, 2.534)
H (-3.182, -1.803, 3.966)
H (-1.812, -2.122, 3.270)
H (-1.511, 0.312, 3.831)
H (-3.252, 0.680, 3.627)
H (-2.124, 1.416, 2.793)
C (0.613, -4.490, 0.239)
S (-0.033, -3.661, -1.180)
O (0.514, -4.460, -2.442)
C (-1.786, -4.004, -0.964)
H (0.297, -5.571, 0.321)
H (0.239, -3.837, 1.276)
H (1.853, -4.664, 0.175)
H (-2.330, -3.581, -1.787)
H (-1.982, -3.544, -0.078)
H (-1.761, -5.110, -0.975)
C (1.118, 2.544, 1.945)
S (2.332, 3.367, 2.838)
O (1.817, 4.782, 3.223)
C (2.009, 2.603, 4.400)
H (1.130, 2.932, 0.886)
H (0.236, 2.766, 2.517)
H (1.329, 1.500, 1.657)
H (1.900, 1.417, 4.211)
H (0.990, 2.958, 4.774)
H (2.625, 2.983, 5.314)
C (2.157, -1.157, 3.910)
S (2.870, -0.570, 2.401)
O (3.798, 0.515, 2.757)
C (3.874, -1.931, 1.858)
H (1.218, -0.654, 3.962)
H (2.926, -1.195, 4.632)
H (1.865, -2.180, 3.867)
H (3.334, -2.778, 1.803)
H (4.733, -2.073, 2.498)
H (4.242, -1.739, 0.797)
C (3.311, -1.754, -2.283)
C (2.752, -0.721, -1.377)
C (3.231, 0.590, -1.268)
C (4.129, 1.063, -2.205)
C (4.628, 0.209, -3.253)
C (4.211, -1.319, -3.253)
H (3.065, -2.914, -2.248)
H (2.153, -1.031, -0.461)
H (3.005, 1.093, -0.527)
H (4.670, 2.030, -2.091)
H (5.161, 0.793, -4.058)
H (4.578, -1.912, -3.927)

Output
strongest force on any atom: 11.64 eV/Å
HOMO-LUMO gap: 7.13 eV
ΔE to the lowest compared entry with this formula, charge and spin: 0.0 kJ/mol
electronic energy: -2967.10848 Eh



# 2
Computed, not measured: a cluster of 8 separate species, C22H52BO25P2S in total at a distorted geometry, with ωB97M-V with the def2-TZVPD basis set.

Atoms and positions in Å:
O (1.593, -3.083, -2.988)
B (0.359, -2.294, -3.168)
O (-0.804, -2.949, -3.865)
C (0.138, -0.730, -2.619)
P (0.769, -0.440, -0.840)
P (2.613, 0.532, -1.480)
O (3.103, 0.187, -3.115)
O (3.896, -0.117, -0.436)
S (2.559, 2.462, -1.061)
H (2.420, -2.525, -3.078)
H (-0.737, -2.752, -4.864)
H (0.512, 0.078, -3.409)
H (-1.047, -0.591, -2.588)
H (1.489, -1.695, -0.780)
H (1.207, -0.217, 0.544)
H (0.029, 0.812, -0.820)
H (-0.398, -1.171, -0.338)
H (2.959, 1.012, -3.699)
H (4.211, -0.941, -0.950)
C (3.737, -6.115, 2.736)
O (4.663, -5.061, 2.992)
C (4.516, -3.979, 2.186)
O (3.686, -3.854, 1.299)
O (5.453, -3.062, 2.536)
C (5.417, -1.863, 1.766)
H (3.946, -6.927, 3.437)
H (2.709, -5.774, 2.899)
H (3.861, -6.498, 1.718)
H (4.457, -1.352, 1.891)
H (5.608, -2.077, 0.709)
H (6.208, -1.202, 2.132)
C (1.037, 2.611, 2.538)
O (0.718, 3.880, 3.105)
C (-0.571, 4.264, 2.925)
O (-1.433, 3.628, 2.340)
O (-0.734, 5.477, 3.510)
C (-2.052, 6.010, 3.399)
H (2.092, 2.405, 2.741)
H (0.437, 1.820, 2.999)
H (0.893, 2.626, 1.453)
H (-2.776, 5.355, 3.894)
H (-2.321, 6.161, 2.348)
H (-2.068, 6.981, 3.900)
C (-1.228, -9.326, 5.626)
O (-0.495, -8.432, 4.792)
C (-1.245, -7.451, 4.228)
O (-2.446, -7.291, 4.379)
O (-0.428, -6.680, 3.468)
C (-1.086, -5.600, 2.809)
H (-0.530, -10.068, 6.023)
H (-1.676, -8.789, 6.469)
H (-1.996, -9.851, 5.048)
H (-1.527, -4.914, 3.538)
H (-1.848, -5.976, 2.118)
H (-0.338, -5.052, 2.230)
C (0.654, -3.207, -7.806)
O (0.635, -1.833, -7.424)
C (0.444, -0.969, -8.453)
O (0.295, -1.273, -9.626)
O (0.447, 0.291, -7.951)
C (0.256, 1.313, -8.927)
H (0.812, -3.806, -6.906)
H (-0.304, -3.498, -8.249)
H (1.478, -3.403, -8.500)
H (-0.718, 1.203, -9.415)
H (1.064, 1.297, -9.666)
H (0.277, 2.278, -8.415)
C (-4.662, -8.020, 2.910)
O (-4.315, -7.963, 1.527)
C (-5.360, -7.707, 0.700)
O (-6.519, -7.529, 1.041)
O (-4.891, -7.681, -0.574)
C (-5.888, -7.419, -1.560)
H (-3.752, -8.231, 3.478)
H (-5.063, -7.059, 3.247)
H (-5.378, -8.827, 3.095)
H (-6.338, -6.434, -1.402)
H (-6.653, -8.202, -1.553)
H (-5.402, -7.422, -2.540)
C (-1.591, 8.958, -0.685)
O (-2.616, 9.947, -0.607)
C (-3.684, 9.585, 0.149)
O (-3.819, 8.524, 0.738)
O (-4.574, 10.610, 0.137)
C (-5.756, 10.369, 0.898)
H (-0.788, 9.353, -1.314)
H (-1.180, 8.749, 0.308)
H (-1.973, 8.042, -1.148)
H (-5.511, 10.216, 1.954)
H (-6.304, 9.509, 0.498)
H (-6.396, 11.252, 0.817)
C (1.826, 6.447, 2.310)
O (3.062, 7.086, 2.625)
C (3.795, 7.448, 1.542)
O (3.484, 7.272, 0.374)
O (4.934, 8.039, 1.983)
C (5.809, 8.474, 0.944)
H (1.324, 6.201, 3.250)
H (1.178, 7.119, 1.739)
H (2.002, 5.516, 1.761)
H (5.320, 9.228, 0.318)
H (6.144, 7.625, 0.340)
H (6.686, 8.932, 1.411)

Output
strongest force on any atom: 3.81 eV/Å
HOMO-LUMO gap: 6.33 eV
net charge: -1
electronic energy: -3856.29126 Eh



# 3
Computed, not measured: a structure of composition C22H52F6N4O9S2 at a distorted geometry, with ωB97M-V with the def2-TZVPD basis set.

Atoms and positions in Å:
C (5.152, -1.292, -2.589)
C (3.759, -1.024, -3.110)
N (3.021, 0.059, -2.250)
C (1.654, 0.327, -2.953)
C (2.824, -0.272, -0.801)
C (2.287, -1.660, -0.532)
C (3.759, 1.342, -2.253)
C (3.941, 2.061, -3.612)
O (4.988, 1.498, -4.333)
C (5.178, 2.160, -5.581)
H (5.323, -1.324, -1.514)
H (5.810, -0.527, -2.931)
H (5.462, -2.262, -2.957)
H (3.103, -1.866, -3.078)
H (3.891, -0.629, -4.132)
H (1.843, 0.316, -4.003)
H (1.303, 1.316, -2.618)
H (0.941, -0.402, -2.645)
H (2.134, 0.451, -0.423)
H (3.758, -0.139, -0.297)
H (1.335, -1.861, -0.998)
H (2.111, -1.836, 0.514)
H (3.057, -2.405, -0.813)
H (4.760, 1.174, -1.871)
H (3.233, 2.012, -1.588)
H (4.132, 3.134, -3.401)
H (2.997, 2.044, -4.214)
H (6.202, 2.085, -5.878)
H (4.943, 3.236, -5.513)
H (4.448, 1.775, -6.331)
C (-5.838, -3.805, -2.481)
O (-5.542, -4.141, -1.128)
C (-5.770, -3.078, -0.193)
C (-5.501, -3.636, 1.168)
N (-4.192, -4.327, 1.105)
H (-4.389, -4.992, 0.373)
H (-3.481, -3.673, 0.773)
C (-3.763, -5.044, 2.311)
C (-2.294, -5.285, 2.234)
O (-2.032, -5.975, 1.025)
C (-0.649, -6.323, 0.948)
H (-6.889, -3.973, -2.645)
H (-5.243, -4.397, -3.133)
H (-5.547, -2.780, -2.557)
H (-6.740, -2.602, -0.312)
H (-5.040, -2.320, -0.533)
H (-6.214, -4.379, 1.505)
H (-5.371, -2.905, 1.960)
H (-4.384, -5.937, 2.184)
H (-3.996, -4.436, 3.196)
H (-1.899, -5.738, 3.151)
H (-1.908, -4.233, 2.187)
H (-0.090, -5.437, 1.284)
H (-0.384, -6.441, -0.104)
H (-0.347, -7.214, 1.504)
C (-1.100, 2.912, 0.710)
O (-0.438, 4.163, 0.867)
C (-1.316, 5.313, 0.859)
C (-0.523, 6.478, 1.481)
N (0.065, 5.978, 2.786)
H (-0.656, 5.871, 3.492)
H (0.384, 5.002, 2.561)
C (1.242, 6.785, 3.353)
C (2.441, 5.856, 3.513)
O (1.983, 4.655, 4.065)
C (3.033, 3.823, 4.453)
H (-1.943, 2.751, 1.422)
H (-0.387, 2.110, 0.820)
H (-1.489, 2.890, -0.330)
H (-2.276, 5.138, 1.357)
H (-1.579, 5.546, -0.159)
H (-1.006, 7.371, 1.771)
H (0.318, 6.822, 0.902)
H (0.948, 7.171, 4.297)
H (1.413, 7.619, 2.673)
H (3.096, 6.397, 4.173)
H (2.972, 5.815, 2.583)
H (3.499, 3.315, 3.556)
H (2.601, 3.060, 5.101)
H (3.862, 4.369, 4.912)
C (-0.864, -1.381, 2.816)
F (-0.114, -0.348, 2.592)
F (-0.371, -2.547, 2.532)
F (-1.142, -1.478, 4.144)
S (-2.530, -1.150, 2.007)
O (-3.401, -1.870, 2.854)
O (-2.799, 0.279, 1.885)
N (-2.321, -1.743, 0.550)
S (-1.775, -0.977, -0.674)
O (-2.557, 0.098, -1.185)
O (-0.348, -0.601, -0.619)
C (-1.717, -2.266, -2.042)
F (-1.047, -3.337, -1.683)
F (-2.951, -2.561, -2.393)
F (-1.050, -1.752, -3.117)

Output
strongest force on any atom: 4.29 eV/Å
HOMO-LUMO gap: 10.05 eV
net charge: +2
electronic energy: -3160.53905 Eh



# 4
Computed, not measured: a structure of composition C22H52N2O6Pd at a distorted geometry, with ωB97M-V with the def2-TZVPD basis set.

Atoms and positions in Å:
Pd (-0.404, 0.055, -0.669)
C (3.757, 1.808, -0.991)
C (3.668, 0.910, -2.213)
C (5.049, 0.833, -2.839)
C (5.996, -0.105, -2.110)
C (5.419, -1.488, -1.790)
C (4.001, -1.449, -1.138)
N (3.125, -0.427, -1.819)
O (1.683, -0.468, -1.567)
C (4.114, -1.246, 0.404)
C (3.476, -2.874, -1.399)
C (2.842, 1.604, -3.312)
H (4.517, 1.441, -0.301)
H (2.805, 1.987, -0.491)
H (4.136, 2.746, -1.397)
H (5.535, 1.809, -2.864)
H (4.949, 0.482, -3.866)
H (6.230, 0.352, -1.148)
H (6.952, -0.214, -2.622)
H (6.086, -2.034, -1.124)
H (5.435, -2.044, -2.727)
H (4.553, -2.100, 0.919)
H (3.125, -1.063, 0.826)
H (4.611, -0.313, 0.671)
H (4.162, -3.668, -1.103)
H (3.296, -3.173, -2.432)
H (2.541, -3.016, -0.857)
H (1.884, 1.816, -2.837)
H (2.671, 1.002, -4.204)
H (3.358, 2.522, -3.596)
C (-2.565, 2.701, 1.946)
C (-3.120, 1.324, 2.389)
C (-4.294, 1.619, 3.352)
C (-5.113, 0.354, 3.682)
C (-5.579, -0.362, 2.428)
C (-4.414, -0.679, 1.396)
N (-3.607, 0.549, 1.220)
O (-2.666, 0.430, 0.121)
C (-5.182, -1.200, 0.140)
C (-3.675, -1.909, 1.926)
C (-1.987, 0.658, 3.188)
H (-2.148, 3.273, 2.775)
H (-3.302, 3.399, 1.551)
H (-1.810, 2.705, 1.160)
H (-4.966, 2.356, 2.914)
H (-3.946, 1.975, 4.322)
H (-5.931, 0.564, 4.371)
H (-4.447, -0.306, 4.236)
H (-6.377, 0.204, 1.948)
H (-6.002, -1.320, 2.730)
H (-5.549, -0.354, -0.440)
H (-6.042, -1.837, 0.348)
H (-4.469, -1.656, -0.547)
H (-3.019, -2.327, 1.162)
H (-4.334, -2.728, 2.212)
H (-3.072, -1.667, 2.801)
H (-1.200, 0.305, 2.522)
H (-2.297, -0.176, 3.817)
H (-1.425, 1.386, 3.773)
C (-1.749, 2.728, -2.062)
O (-0.848, 1.692, -2.282)
H (-2.721, 2.489, -2.494)
H (-1.896, 2.873, -0.991)
H (-1.417, 3.667, -2.504)
H (-0.508, 1.920, -3.150)
C (1.294, 1.483, 1.897)
O (0.597, 1.661, 0.678)
H (2.119, 2.187, 1.789)
H (0.677, 1.649, 2.781)
H (1.611, 0.440, 1.910)
H (0.649, 2.588, 0.432)
C (-0.905, -1.939, -3.154)
O (-1.373, -1.549, -1.873)
H (-1.710, -2.311, -3.788)
H (-0.414, -1.089, -3.626)
H (-0.126, -2.695, -3.053)
H (-1.852, -2.313, -1.543)
C (0.242, -2.698, 0.835)
O (0.072, -1.337, 1.008)
H (1.251, -2.979, 1.137)
H (-0.419, -3.274, 1.483)
H (0.081, -3.024, -0.193)
H (0.312, -1.130, 1.914)

Output
strongest force on any atom: 6.25 eV/Å
HOMO-LUMO gap (alpha / beta): 8.65 / 6.87 eV
net charge: +1
electronic energy: -1557.79645 Eh
multiplicity: 4



# 5
Computed, not measured: a cluster of 5 separate species, C22H52N5O7P in total at a distorted geometry, with ωB97M-V with the def2-TZVPD basis set.

Atoms and positions in Å:
C (4.286, -5.224, 0.184)
N (4.305, -3.765, -0.002)
C (5.191, -3.334, -1.092)
P (2.824, -3.014, 0.181)
O (1.754, -3.622, -0.625)
N (2.599, -3.051, 1.820)
C (3.681, -3.298, 2.775)
C (1.286, -3.416, 2.331)
N (3.107, -1.450, -0.238)
C (2.663, -0.885, -1.519)
C (3.594, -0.496, 0.751)
H (5.022, -5.499, 0.949)
H (4.591, -5.742, -0.726)
H (3.299, -5.544, 0.510)
H (5.434, -2.281, -0.976)
H (4.694, -3.474, -2.061)
H (6.096, -3.937, -1.093)
H (3.431, -2.775, 3.697)
H (3.829, -4.371, 2.935)
H (4.621, -2.933, 2.372)
H (0.901, -2.672, 3.028)
H (0.561, -3.458, 1.509)
H (1.242, -4.451, 2.685)
H (2.026, -1.580, -2.052)
H (2.107, 0.033, -1.311)
H (3.558, -0.588, -2.075)
H (2.921, -0.405, 1.606)
H (3.734, 0.470, 0.272)
H (4.554, -0.832, 1.159)
C (2.600, 6.355, 1.094)
O (2.524, 5.151, 1.834)
C (2.118, 4.035, 1.079)
C (0.750, 3.500, 1.509)
C (0.874, 2.116, 2.153)
N (-0.162, 3.496, 0.366)
H (2.699, 7.165, 1.814)
H (1.669, 6.531, 0.540)
H (3.429, 6.343, 0.382)
H (2.193, 4.135, -0.009)
H (2.864, 3.246, 1.279)
H (0.333, 4.179, 2.253)
H (-0.043, 1.858, 2.697)
H (1.649, 2.122, 2.927)
H (1.026, 1.324, 1.419)
H (-1.101, 3.263, 0.656)
H (0.079, 2.932, -0.436)
C (-1.793, 4.252, -3.034)
O (-2.957, 4.762, -2.407)
C (-3.023, 6.171, -2.445)
C (-4.464, 6.600, -2.528)
C (-5.198, 6.052, -3.724)
N (-4.532, 8.083, -2.564)
H (-1.809, 3.168, -2.956)
H (-0.909, 4.722, -2.602)
H (-1.857, 4.419, -4.122)
H (-2.465, 6.570, -1.590)
H (-2.545, 6.542, -3.370)
H (-4.979, 6.292, -1.604)
H (-4.598, 6.270, -4.608)
H (-6.202, 6.470, -3.771)
H (-5.315, 4.971, -3.630)
H (-3.854, 8.500, -1.940)
H (-5.447, 8.392, -2.264)
O (-2.113, -4.603, 3.063)
C (-2.688, -5.276, 2.265)
C (-2.651, -6.781, 2.085)
C (-3.895, -7.054, 1.247)
C (-3.970, -5.764, 0.408)
O (-3.357, -4.742, 1.211)
H (-1.756, -7.011, 1.503)
H (-2.594, -7.296, 3.039)
H (-3.813, -7.926, 0.605)
H (-4.806, -7.113, 1.842)
H (-3.424, -5.856, -0.534)
H (-4.979, -5.437, 0.168)
O (-0.937, 1.192, -1.468)
C (-1.154, 0.107, -1.007)
C (-1.854, -0.229, 0.293)
C (-2.122, -1.725, 0.201)
C (-1.291, -2.197, -1.036)
O (-0.759, -1.017, -1.633)
H (-1.234, -0.016, 1.162)
H (-2.764, 0.364, 0.369)
H (-1.759, -2.316, 1.047)
H (-3.146, -2.102, 0.171)
H (-0.512, -2.844, -0.640)
H (-1.891, -2.747, -1.758)

Output
strongest force on any atom: 1.92 eV/Å
HOMO-LUMO gap: 9.08 eV
SMILES string: CN(C)P(=O)(N(C)C)N(C)C.COC[C@H](C)N.COC[C@H](C)N.O=C1CCCO1.O=C1CCCO1
electronic energy: -2011.27617 Eh